*P*
{
  "formula": "C4H4O2",
  "method": "ωB97M-V/def2-TZVPD",
  "symbols": ["O", "O", "C", "C", "C", "C", "H", "H", "H", "H"],
  "coordinates": [[-0.2510, -0.0687, -1.0357], [0.0633, -0.1440, 1.1791], [-0.4461, 0.3834, 0.1993], [-1.1963, 1.6621, 0.3649], [0.4055, -1.3480, -0.9998], [-0.4703, 2.0913, 1.2645], [-0.3241, -2.0789, -0.6445], [1.2423, -1.3202, -0.3006], [0.7208, -1.5627, -2.0170], [0.2561, 2.3856, 1.9896]],
  "lumo_energy_ev": 0.21,
  "homo_energy_ev": -9.94,
  "gap_ev": 10.1
}

*Q*
{
  "formula": "C4H4O2",
  "method": "ωB97M-V/def2-TZVPD",
  "symbols": ["O", "O", "C", "C", "C", "C", "H", "H", "H", "H"],
  "coordinates": [[-1.4764, -0.3725, -0.5790], [-1.0791, 1.2607, 2.4044], [-0.7754, 0.7177, -0.0143], [1.0077, -0.9105, -0.5361], [-1.1082, 1.1118, 1.2668], [-0.3593, -0.7523, 0.2007], [-0.3417, 1.5804, -0.6789], [1.5046, -1.9628, -0.6138], [0.9763, -0.3490, -1.5565], [1.6516, -0.3235, 0.1067]],
  "lumo_energy_ev": [-0.35, -0.35],
  "homo_energy_ev": [-7.62, -7.62],
  "gap_ev": [7.3, 7.3]
}

Stability, lowest: *Q*

*P*
{
  "formula": "C7H12",
  "method": "ωB97M-V/def2-TZVPD",
  "symbols": ["C", "C", "C", "C", "C", "C", "C", "H", "H", "H", "H", "H", "H", "H", "H", "H", "H", "H", "H"],
  "coordinates": [[1.4808, -1.1728, 0.2307], [0.4781, -0.7180, 1.1416], [-1.6789, 0.4790, 0.8392], [-2.0134, -0.3385, -0.4111], [1.6675, 1.0296, -1.8521], [-2.1058, -0.9404, 0.7552], [-0.2242, 0.6549, 1.3162], [1.2375, 1.5624, -2.6689], [-2.5618, -1.7491, 1.2554], [2.5232, -0.8591, -0.0480], [-2.4125, -0.6177, -1.3634], [0.1216, 1.5282, 0.7560], [-0.1852, 1.0003, 2.3545], [0.2549, -1.5520, 1.7847], [1.6462, 1.6697, -0.9764], [-2.3794, 1.2541, 1.1869], [1.2939, -2.1113, -0.3410], [-0.0783, -0.0666, -1.8788], [2.7726, 0.9533, -2.0417]],
  "lumo_energy_ev": [-0.22, -0.23],
  "homo_energy_ev": [-7.78, -7.72],
  "gap_ev": [7.6, 7.5]
}

*Q*
{
  "formula": "C7H12",
  "method": "ωB97M-V/def2-TZVPD",
  "symbols": ["C", "C", "C", "C", "C", "C", "C", "H", "H", "H", "H", "H", "H", "H", "H", "H", "H", "H", "H"],
  "coordinates": [[0.0797, 0.6856, -2.2680], [0.8460, -0.7961, 2.6050], [-1.1776, -1.0448, -1.5921], [-0.1350, -0.4512, 1.4880], [-0.7128, 1.4739, -1.2900], [0.5451, -0.3046, 0.1265], [-0.4691, 0.0177, -0.9563], [-0.1799, 2.1974, -0.6775], [-1.9800, -0.5823, -2.2051], [1.3150, 0.4799, 0.1819], [1.3613, -1.7416, 2.3988], [-0.9012, -1.2338, 1.4089], [1.6098, -0.0172, 2.7174], [-0.3607, 0.4516, -3.2328], [-0.6630, 0.4813, 1.7320], [0.3324, -0.9000, 3.5661], [-1.7164, 1.7672, -1.5851], [1.0427, -1.2452, -0.1385], [1.1636, 0.7625, -2.2793]],
  "lumo_energy_ev": 0.60,
  "homo_energy_ev": -8.29,
  "gap_ev": 8.9
}

Stability, lowest: *P*

*P*
{
  "formula": "C7H12",
  "method": "ωB97M-V/def2-TZVPD",
  "symbols": ["C", "C", "C", "C", "C", "C", "C", "H", "H", "H", "H", "H", "H", "H", "H", "H", "H", "H", "H"],
  "coordinates": [[-0.2921, 0.3846, -1.2377], [1.4390, 0.9108, 0.4220], [-2.0885, -0.4347, 0.8031], [1.0261, 1.0864, -1.0319], [0.9657, -0.5443, 0.6570], [0.1775, -0.9173, -0.6212], [-1.2839, -0.5767, -0.4922], [-2.4447, -1.4137, 1.1543], [1.0106, -1.2210, -1.3730], [-2.9824, 0.1741, 0.6101], [-1.5456, 0.0375, 1.6250], [-1.9404, -0.9288, -1.2855], [2.5228, 1.0063, 0.4985], [1.7244, 0.2075, -1.5756], [1.8059, -1.2360, 0.7374], [-0.5624, 0.3642, -2.2956], [0.3901, -0.6517, 1.5827], [1.1676, 2.0652, -1.5051], [0.9946, 1.6278, 1.1259]],
  "lumo_energy_ev": 1.06,
  "smiles": "C[C@H]1[C@H]2CCC[C@@H]12",
  "homo_energy_ev": -8.51,
  "gap_ev": 9.6
}

*Q*
{
  "formula": "C7H12",
  "method": "ωB97M-V/def2-TZVPD",
  "symbols": ["C", "C", "C", "C", "C", "C", "C", "H", "H", "H", "H", "H", "H", "H", "H", "H", "H", "H", "H"],
  "coordinates": [[-0.2872, -0.1850, -0.7100], [1.4691, -0.8809, 1.1104], [-1.4061, -0.1859, 0.2713], [-0.7275, -0.4326, -1.9450], [-1.5725, 1.2569, 1.0072], [1.0582, -0.2543, -0.2071], [2.1142, 0.2746, -0.8798], [3.1729, 0.3222, -0.6308], [1.2212, -0.2632, 1.9315], [-1.5008, 1.2297, 2.0422], [-0.1231, -0.4655, -2.8128], [-1.2896, -1.1851, 0.9559], [2.0322, 0.7902, -1.8987], [-0.8932, 2.0202, 0.5935], [2.5012, -1.1936, 1.1712], [-1.6884, -0.4211, -2.1842], [0.9202, -1.7569, 1.2925], [-2.3935, -0.3539, -0.1144], [-2.6074, 1.6844, 1.0072]],
  "lumo_energy_ev": 1.01,
  "smiles": "C=C(C)C(=C)CC",
  "homo_energy_ev": -8.63,
  "gap_ev": 9.6
}

*R*
{
  "formula": "C7H12",
  "method": "ωB97M-V/def2-TZVPD",
  "symbols": ["C", "C", "C", "C", "C", "C", "C", "H", "H", "H", "H", "H", "H", "H", "H", "H", "H", "H", "H"],
  "coordinates": [[2.2208, -0.6591, -0.3313], [0.3622, 0.0395, 1.2902], [-1.3226, -0.4962, -0.1951], [-0.2722, -0.0603, -1.1293], [-2.5330, 0.3320, 0.0834], [0.8897, 0.0333, -0.1062], [2.1461, 0.7849, -0.0172], [-0.3147, 0.8573, 1.5376], [-0.0360, -0.7972, -1.9072], [1.4808, 0.5613, 1.5715], [2.3772, -0.9740, -1.3687], [-0.5012, 0.9037, -1.5970], [-2.2929, 1.4014, 0.0861], [0.2302, -0.8985, 1.8358], [-3.2890, 0.1771, -0.7047], [2.6021, 1.6335, -0.5180], [-1.3802, -1.5575, 0.0341], [2.6359, -1.3579, 0.3980], [-3.0032, 0.0768, 1.0382]],
  "lumo_energy_ev": [0.31, 1.04],
  "homo_energy_ev": [-7.17, -7.94],
  "gap_ev": [7.5, 9.0]
}

*S*
{
  "formula": "C7H12",
  "method": "ωB97M-V/def2-TZVPD",
  "symbols": ["C", "C", "C", "C", "C", "C", "C", "H", "H", "H", "H", "H", "H", "H", "H", "H", "H", "H", "H"],
  "coordinates": [[2.1254, 0.8310, 0.9879], [0.5733, -1.2715, -0.3030], [-1.3635, 0.2678, -0.2655], [-0.0277, -2.1192, -1.3851], [-1.7527, 1.7084, 0.0043], [0.7902, 0.7487, 1.0600], [-0.0076, -0.2050, 0.2691], [1.5888, -1.4430, 0.0442], [2.6503, 0.3982, 0.1468], [-2.7742, 1.9501, -0.2785], [-1.6540, 1.9601, 1.0594], [0.2619, -1.8106, -2.3912], [-1.3850, 0.1008, -1.3448], [0.2602, 1.5756, 1.5153], [-1.1107, 2.4422, -0.4928], [2.6574, 1.3606, 1.7689], [0.3979, -3.1241, -1.3064], [-1.0853, -2.2199, -1.1696], [-2.1189, -0.3807, 0.1891]],
  "lumo_energy_ev": 1.02,
  "smiles": "C=C/C(=C/C)CC",
  "homo_energy_ev": -8.29,
  "gap_ev": 9.3
}

Stability, lowest: *R*

*P*
{
  "formula": "C7H12",
  "method": "ωB97M-V/def2-TZVPD",
  "symbols": ["C", "C", "C", "C", "C", "C", "C", "H", "H", "H", "H", "H", "H", "H", "H", "H", "H", "H", "H"],
  "coordinates": [[0.2689, -0.0151, 0.0502], [2.7705, -0.3233, -0.2271], [1.5341, -0.2592, -0.6946], [-0.6378, -1.2066, -0.0271], [-1.2709, 1.6073, 1.2198], [-0.0183, 1.1913, 0.5077], [-1.9113, -0.9334, -0.9011], [3.1197, -0.3282, 0.7964], [-1.8817, 0.7686, 1.5653], [-0.1678, -2.0298, -0.5612], [0.6860, 2.0031, 0.3584], [-1.8231, -1.3438, -1.9060], [1.3886, -0.2643, -1.7751], [-1.8901, 2.2305, 0.5721], [-0.9431, -1.5574, 0.9563], [-2.8426, -1.1653, -0.3907], [3.6000, -0.4546, -0.9155], [-1.0366, 2.1214, 2.1545], [-1.9889, 0.1349, -1.1415]],
  "lumo_energy_ev": 1.13,
  "smiles": "C=C/C(=C/C)CC",
  "homo_energy_ev": -9.01,
  "gap_ev": 10.1
}

*Q*
{
  "formula": "C7H12",
  "method": "ωB97M-V/def2-TZVPD",
  "symbols": ["C", "C", "C", "C", "C", "C", "C", "H", "H", "H", "H", "H", "H", "H", "H", "H", "H", "H", "H"],
  "coordinates": [[-0.4362, 0.1396, 2.0455], [-1.8842, 1.0608, 0.1221], [2.5432, -0.5694, -1.2056], [-2.2640, -0.2279, 0.7504], [1.4795, 0.1959, -0.4256], [-0.7593, 0.1965, 0.6569], [0.1431, -0.5407, -0.3181], [0.3192, -1.5530, 0.0658], [1.8339, 0.3731, 0.5985], [-1.9603, 1.1349, -0.9601], [1.3150, 1.1839, -0.8774], [-2.1183, 1.9724, 0.6651], [2.2473, -0.7280, -2.2493], [-2.5004, -1.0853, 0.1269], [2.7222, -1.5526, -0.7548], [-2.7688, -0.2240, 1.7121], [-0.3297, -0.6347, -1.3068], [3.4950, -0.0272, -1.2056], [-1.0773, 0.8858, 2.5601]],
  "lumo_energy_ev": 0.51,
  "homo_energy_ev": -8.32,
  "gap_ev": 8.8
}

*R*
{
  "formula": "C7H12",
  "method": "ωB97M-V/def2-TZVPD",
  "symbols": ["C", "C", "C", "C", "C", "C", "C", "H", "H", "H", "H", "H", "H", "H", "H", "H", "H", "H", "H"],
  "coordinates": [[1.7953, 0.5068, -1.1377], [-0.6544, -0.1379, -0.8931], [-1.7118, -0.2750, 0.1145], [3.2084, 0.3821, -0.5769], [-3.5671, -0.3746, 2.0310], [0.7595, -0.2274, -0.2903], [-2.5419, -0.3320, 0.9870], [-0.7714, 0.8353, -1.3905], [1.0422, -1.2821, -0.1737], [1.5125, 1.5677, -1.1886], [-3.4156, -1.2227, 2.7062], [0.7515, 0.2044, 0.7179], [1.7637, 0.1309, -2.1695], [-3.5459, 0.5386, 2.6354], [3.5463, -0.6606, -0.5831], [3.9234, 0.9709, -1.1604], [3.2476, 0.7371, 0.4598], [-0.7768, -0.8956, -1.6778], [-4.5654, -0.4661, 1.5899]],
  "lumo_energy_ev": 1.10,
  "smiles": "CC#CCCCC",
  "homo_energy_ev": -9.33,
  "gap_ev": 10.4
}

*S*
{
  "formula": "C7H12",
  "method": "ωB97M-V/def2-TZVPD",
  "symbols": ["C", "C", "C", "C", "C", "C", "C", "H", "H", "H", "H", "H", "H", "H", "H", "H", "H", "H", "H"],
  "coordinates": [[0.0310, 0.1453, -1.3444], [0.0059, 0.2849, 0.8123], [0.1585, -1.0697, -2.2490], [1.1153, 0.2870, -0.2395], [0.0609, -0.3095, 2.1837], [-0.0929, 1.1781, 2.0080], [-1.0705, 0.0638, -0.2504], [-0.7997, -0.8773, 2.5287], [-1.0593, 1.6219, 2.2352], [-0.0587, 1.0546, -1.9494], [0.7592, 1.8107, 2.2453], [0.2502, -1.9855, -1.6510], [-0.7202, -1.1795, -2.8958], [1.0183, -0.6867, 2.5349], [1.7177, 1.2011, -0.2848], [1.0451, -0.9998, -2.8905], [1.7917, -0.5749, -0.1802], [-1.5588, -0.9170, -0.1957], [-1.8447, 0.8374, -0.3027]],
  "lumo_energy_ev": 1.15,
  "smiles": "CC1CC2(CC2)C1",
  "homo_energy_ev": -9.78,
  "gap_ev": 10.9
}

Stability, lowest: *Q*